# 1
ORCA calculation (the ωB97M-V functional and the def2-TZVPD basis) on C37H43NP2PtSb2 as an isolated structure in a non-equilibrium geometry.

Results
HOMO (alpha / beta) ... -0.45330 / -0.47916 hartree
<S²> ... 2.01
Frontier orbital gap (alpha / beta) ... 7.17 / 4.63 eV
2S+1 ... 3
Lowest unoccupied orbital energy (alpha / beta) ... -5.16 / -8.41 eV
Net charge ... +2

Atoms and positions in Å:
Pt1 0.321 0.569 0.338
C1 4.050 0.594 1.692
Sb1 2.880 0.356 -0.062
C2 3.866 -1.296 -0.965
C3 3.663 1.958 -1.294
C4 3.961 3.180 -0.478
C5 5.271 3.376 -0.031
C6 5.627 4.480 0.721
C7 4.664 5.426 1.041
C8 3.365 5.248 0.602
C9 2.987 4.131 -0.149
C10 1.555 4.018 -0.580
Sb2 0.267 3.147 0.947
C11 1.123 3.837 2.762
C12 -1.380 4.468 0.671
H1 5.095 0.686 1.398
H2 3.919 -0.278 2.331
H3 3.749 1.491 2.228
H4 4.926 -1.200 -0.730
H5 3.716 -1.273 -2.044
H6 3.492 -2.240 -0.568
H7 2.946 2.119 -2.097
H8 4.574 1.527 -1.710
H9 6.034 2.659 -0.318
H10 6.651 4.609 1.047
H11 4.930 6.301 1.621
H12 2.620 6.008 0.817
H13 1.399 3.417 -1.473
H14 1.111 5.003 -0.730
H15 1.141 4.926 2.759
H16 2.136 3.451 2.859
H17 0.513 3.480 3.590
H18 -1.043 5.476 0.914
H19 -2.210 4.195 1.319
H20 -1.694 4.426 -0.371
C13 -1.408 -1.427 2.463
N1 -1.516 -1.639 0.980
P1 -1.928 -0.169 0.140
C14 -2.647 -0.743 -1.418
C15 -2.612 0.072 -2.544
C16 -3.319 -0.290 -3.681
C17 -4.060 -1.464 -3.694
C18 -4.102 -2.276 -2.568
C19 -3.407 -1.916 -1.424
C20 -3.385 0.524 0.947
C21 -4.350 -0.234 1.606
C22 -5.503 0.384 2.064
C23 -5.709 1.740 1.843
C24 -4.771 2.486 1.143
C25 -3.605 1.878 0.701
P2 0.032 -2.252 0.411
C26 -0.168 -3.950 1.048
C27 0.673 -4.434 2.044
C28 0.473 -5.710 2.558
C29 -0.561 -6.495 2.074
C30 -1.406 -6.009 1.078
C31 -1.220 -4.738 0.565
C32 0.213 -2.454 -1.394
C33 0.620 -3.725 -1.843
C34 0.988 -3.932 -3.162
C35 0.997 -2.879 -4.062
C36 0.645 -1.605 -3.628
C37 0.270 -1.395 -2.314
H21 -2.388 -1.206 2.874
H22 -0.738 -0.603 2.704
H23 -1.034 -2.340 2.924
H24 -2.039 0.994 -2.532
H25 -3.293 0.349 -4.555
H26 -4.623 -1.736 -4.578
H27 -4.688 -3.187 -2.574
H28 -3.469 -2.528 -0.532
H29 -4.221 -1.300 1.750
H30 -6.249 -0.196 2.592
H31 -6.613 2.210 2.207
H32 -4.950 3.535 0.942
H33 -2.865 2.442 0.146
H34 1.482 -3.819 2.423
H35 1.126 -6.087 3.334
H36 -0.714 -7.490 2.470
H37 -2.210 -6.625 0.696
H38 -1.876 -4.359 -0.210
H39 0.662 -4.559 -1.161
H40 1.281 -4.925 -3.480
H41 1.289 -3.039 -5.092
H42 0.667 -0.768 -4.315
H43 0.004 -0.391 -2.027

Atomic forces in eV per Å
Pt -0.778 0.198 -0.194
C 0.000 -0.038 -0.080
Sb 0.236 0.398 0.044
C -0.234 -0.143 0.087
C -0.168 -0.234 0.294
C 0.057 -0.043 -0.035
C 0.047 -0.038 -0.095
C 0.013 -0.043 0.050
C -0.018 0.012 0.055
C -0.073 0.026 -0.043
C -0.050 0.075 -0.045
C -0.145 -0.052 0.407
Sb 0.361 -0.118 -0.433
C -0.109 -0.070 0.009
C -0.050 -0.109 0.180
H -0.013 -0.016 0.049
H 0.015 0.024 0.004
H -0.011 -0.006 -0.023
H -0.017 0.008 -0.037
H -0.015 0.004 0.028
H 0.029 0.037 -0.042
H 0.064 0.039 -0.033
H 0.009 0.111 -0.083
H -0.036 0.015 0.040
H -0.019 -0.006 -0.032
H -0.022 -0.006 -0.043
H 0.031 -0.029 0.025
H 0.033 0.056 -0.037
H 0.095 0.001 -0.121
H 0.014 -0.038 -0.010
H -0.006 0.023 -0.025
H 0.036 0.026 0.006
H 0.024 -0.040 -0.034
H 0.035 0.082 -0.006
H -0.002 0.026 0.010
C -0.292 -0.423 0.099
N 0.939 0.664 -0.020
P 0.068 0.243 -0.155
C -0.086 -0.115 0.147
C 0.071 0.072 0.076
C 0.029 0.041 -0.042
C -0.021 0.020 0.013
C 0.043 -0.051 0.062
C 0.063 0.103 -0.082
C 0.150 0.091 0.029
C -0.033 0.007 -0.037
C -0.011 -0.044 0.050
C -0.015 0.014 -0.025
C 0.008 -0.020 0.009
C 0.031 -0.096 0.062
P -0.717 -0.812 -0.389
C 0.146 0.109 0.147
C 0.064 0.053 -0.049
C 0.038 0.006 0.005
C -0.022 0.006 -0.022
C -0.007 0.012 -0.043
C 0.034 0.037 0.125
C 0.346 -0.053 0.118
C -0.047 0.058 0.135
C 0.026 -0.047 -0.044
C -0.003 0.113 0.026
C 0.016 -0.115 0.006
C -0.056 -0.016 -0.004
H -0.032 -0.034 -0.057
H 0.073 0.085 -0.066
H -0.020 -0.006 -0.055
H -0.009 -0.038 -0.024
H -0.019 -0.031 0.029
H 0.044 -0.015 0.013
H 0.002 0.041 -0.018
H -0.002 -0.027 -0.039
H -0.017 0.020 0.004
H 0.020 0.009 -0.022
H 0.023 -0.005 -0.027
H 0.022 -0.023 0.014
H -0.070 0.014 0.019
H -0.021 -0.038 -0.012
H -0.020 0.012 -0.027
H 0.001 0.032 -0.013
H 0.018 0.002 0.044
H 0.010 -0.022 -0.004
H -0.032 -0.051 0.021
H -0.018 0.035 0.021
H -0.007 -0.019 0.023
H -0.031 -0.022 -0.001
H -0.006 0.092 0.142

natural (NBO) population analysis, charges in e, atoms 1 to 8: Pt -0.137; C -0.976; Sb 1.179; C -0.971; C -0.714; C -0.071; C -0.194; C -0.191

---

# 2
ORCA calculation (the ωB97M-V functional and the def2-TZVPD basis) on C37H44BrClLuO14P as an isolated structure in a non-equilibrium geometry.

Results
HOMO ... -0.08452 hartree
Frontier orbital gap ... 6.19 eV
Lowest unoccupied orbital energy ... 3.89 eV
Net charge ... -2

Atoms and positions in Å:
Lu1 -14.999 8.302 8.434
O1 -10.783 7.604 9.219
C1 -11.510 8.339 8.388
O2 -12.660 8.118 8.072
C2 -10.730 9.583 7.860
O3 -11.613 10.491 7.287
C3 -12.390 10.255 6.104
C4 -13.879 10.550 6.294
O4 -14.442 11.167 5.401
O5 -14.445 10.068 7.358
H1 -11.377 7.029 9.779
H2 -9.888 9.186 7.204
H3 -10.217 10.069 8.697
H4 -12.278 9.178 5.722
H5 -12.074 10.939 5.304
O6 -18.576 7.485 8.102
Cl1 -18.479 8.781 8.687
O7 -19.216 8.984 9.923
O8 -14.139 8.834 10.415
O9 -17.021 8.937 9.108
O10 -15.699 2.694 5.386
C5 -15.602 3.750 5.923
C6 -15.234 3.934 7.392
O11 -15.128 3.002 8.180
C7 -15.105 5.388 7.577
C8 -15.587 6.080 6.433
O12 -15.700 7.364 6.458
C9 -15.865 5.129 5.352
O13 -16.160 5.301 4.187
O14 -14.741 6.024 8.672
Br1 -12.668 6.564 11.527
C10 -11.898 8.206 12.242
C11 -10.856 8.082 13.042
C12 -10.109 9.154 13.624
C13 -10.535 10.424 13.321
C14 -11.647 10.641 12.421
C15 -12.050 11.987 12.174
C16 -13.223 12.183 11.396
C17 -13.887 11.125 10.786
C18 -13.468 9.804 10.964
C19 -12.352 9.551 11.838
H6 -10.505 7.079 13.244
H7 -9.300 8.960 14.277
H8 -9.987 11.252 13.721
H9 -11.519 12.843 12.596
H10 -13.600 13.225 11.295
H11 -14.820 11.259 10.235
C20 -14.454 16.785 6.139
C21 -15.180 15.835 5.073
C22 -15.593 14.541 5.754
C23 -16.438 14.876 6.998
C24 -15.682 15.704 8.032
C25 -14.316 16.113 7.469
P1 -17.053 13.347 7.858
C26 -18.136 14.181 9.092
C27 -18.198 13.350 10.431
C28 -19.146 12.180 10.332
C29 -20.568 12.638 9.950
C30 -20.628 13.543 8.758
C31 -19.530 14.649 8.745
C32 -18.204 12.538 6.668
C33 -17.404 11.539 5.802
C34 -18.360 10.434 5.321
C35 -19.785 10.954 5.330
C36 -19.838 12.428 4.846
C37 -19.050 13.390 5.802
H12 -14.975 17.757 6.257
H13 -13.491 17.028 5.642
H14 -14.496 15.661 4.235
H15 -16.030 16.318 4.667
H16 -14.721 13.996 6.073
H17 -16.155 13.884 5.103
H18 -17.322 15.357 6.586
H19 -15.489 15.108 8.970
H20 -16.267 16.596 8.271
H21 -13.695 15.251 7.345
H22 -13.825 16.781 8.217
H23 -17.575 15.062 9.368
H24 -18.558 14.020 11.236
H25 -17.201 13.002 10.557
H26 -19.264 11.663 11.257
H27 -18.738 11.423 9.648
H28 -20.910 13.285 10.758
H29 -21.207 11.752 9.788
H30 -21.608 13.957 8.619
H31 -20.632 12.983 7.798
H32 -19.751 15.326 9.603
H33 -19.477 15.251 7.824
H34 -18.787 11.917 7.345
H35 -16.614 11.096 6.385
H36 -16.916 12.069 4.971
H37 -18.308 9.561 5.898
H38 -18.136 10.145 4.330
H39 -20.264 10.838 6.284
H40 -20.396 10.402 4.616
H41 -20.903 12.663 4.650
H42 -19.419 12.447 3.812
H43 -19.758 13.987 6.295
H44 -18.467 14.066 5.201

Atomic forces in eV per Å
Lu -0.052 -0.505 0.068
O -0.369 -0.099 0.211
C 0.146 0.804 -0.185
O 0.864 -0.270 0.320
C -0.230 -1.462 -0.650
O 0.149 0.610 -0.037
C 0.784 -1.379 -0.456
C -0.728 -0.574 0.607
O 0.369 0.035 0.108
O 0.184 0.454 -0.613
H 0.265 0.198 -0.606
H -0.945 0.452 0.243
H -0.365 -0.014 -0.035
H -0.195 1.389 0.574
H 0.241 -0.186 0.286
O -0.511 -1.657 0.019
Cl 0.382 2.349 -0.532
O -0.408 -0.752 0.316
O 0.060 0.011 -0.404
O 0.769 -0.088 0.125
O -0.155 -1.315 -1.116
C 0.071 1.400 1.727
C 0.001 -0.127 -0.067
O 0.190 0.567 -0.067
C -0.111 0.151 1.038
C 0.206 0.122 0.731
O 0.309 -0.131 0.136
C 0.470 -0.325 -0.255
O -0.312 0.500 -0.305
O -0.491 0.063 -1.347
Br 0.203 0.581 0.522
C -1.793 1.644 -1.898
C 2.222 -1.286 1.604
C -2.073 1.041 -1.340
C 0.083 -1.420 -0.416
C 0.458 1.078 0.480
C -1.528 -0.492 -0.950
C 1.237 0.784 0.731
C -0.159 0.219 0.316
C -0.435 -0.299 0.019
C 0.184 -1.183 0.354
H -0.018 -0.117 0.139
H 0.704 -0.186 0.487
H -0.013 0.596 0.117
H -0.134 -0.434 -0.022
H 0.231 -0.868 -0.107
H 0.358 0.144 -0.012
C -0.167 0.409 -1.977
C 1.268 0.178 1.058
C -0.174 0.275 0.540
C -0.508 -1.097 -0.552
C 0.745 -0.139 0.169
C 0.023 1.020 1.150
P 0.541 -0.228 0.043
C -0.295 -0.950 1.211
C -0.806 0.790 -1.081
C -0.496 0.013 -1.008
C 0.576 -0.206 0.020
C 0.754 0.019 -2.440
C -0.647 0.292 0.659
C 1.584 -0.300 0.702
C -0.397 -0.051 0.160
C -0.438 1.598 -0.048
C -0.351 0.678 -1.332
C -0.136 -0.537 -0.767
C -1.047 -1.090 -1.874
H 0.015 -0.488 -0.136
H -0.225 -0.007 0.770
H -0.087 -0.128 0.167
H -1.030 0.586 -0.388
H 0.343 -0.475 -0.084
H -0.005 -0.030 -0.238
H -0.212 0.655 0.248
H -0.344 0.608 -0.760
H 0.142 0.004 0.256
H 0.456 -0.628 0.211
H -0.137 -0.404 -0.565
H 0.233 0.345 -0.024
H 0.472 -0.156 -0.118
H 0.852 -0.234 0.824
H 0.271 -0.431 0.881
H -0.246 0.266 -0.030
H -0.387 -0.429 0.555
H 0.048 0.480 0.379
H -0.717 0.823 0.602
H 0.723 -0.134 0.584
H -0.327 0.006 -0.593
H -0.479 -0.167 0.309
H -0.322 0.023 0.100
H 0.352 -0.043 0.103
H -0.205 -0.305 0.165
H 0.331 -1.217 0.994
H 0.483 -0.339 -1.219
H -0.237 0.035 0.639
H -0.078 -0.326 0.049
H 0.376 0.418 0.547
H 0.096 -0.026 0.647
H -0.796 0.754 0.925
H 0.500 0.264 -0.287

Mulliken population analysis, charges in e, atoms 1 to 8: Lu 2.262; O -0.498; C 0.368; O -0.280; C -0.520; O -0.338; C -0.652; C 0.496

---

# 3
ORCA calculation (the ωB97M-V functional and the def2-TZVPD basis) on C37H44Cl3FeIN8O3P as an isolated structure in a non-equilibrium geometry.

Results
HOMO (alpha / beta) ... -0.46295 / -0.46277 hartree
<S²> ... 8.76
Frontier orbital gap (alpha / beta) ... 7.85 / 7.14 eV
2S+1 ... 6
Lowest unoccupied orbital energy (alpha / beta) ... -4.75 / -5.45 eV
Net charge ... +2

Atoms and positions in Å:
Fe1 -0.079 1.029 0.279
Cl1 3.078 2.591 6.676
C1 2.403 2.549 5.089
C2 1.491 1.564 4.751
C3 0.977 1.562 3.471
Cl2 -0.087 0.281 2.980
C4 1.283 2.511 2.485
O1 0.737 2.495 1.281
C5 2.248 3.453 2.878
Cl3 2.846 4.602 1.717
C6 2.798 3.483 4.146
H1 1.192 0.812 5.468
H2 3.544 4.224 4.394
N1 2.066 0.463 0.101
C7 2.308 0.292 -1.356
C8 3.772 0.368 -1.780
C9 4.722 -0.388 -0.869
C10 4.518 -1.910 -0.929
N2 3.227 -2.362 -0.419
C11 2.775 -2.327 0.859
N3 3.714 -2.255 1.858
N4 1.489 -2.280 1.019
C12 1.447 1.332 -2.083
O2 1.780 1.886 -3.096
O3 0.295 1.574 -1.471
H3 2.578 1.264 0.459
H4 2.331 -0.359 0.647
H5 1.868 -0.672 -1.633
H6 4.066 1.418 -1.836
H7 3.853 -0.004 -2.804
H8 4.623 -0.042 0.165
H9 5.745 -0.155 -1.170
H10 5.325 -2.416 -0.396
H11 4.572 -2.254 -1.962
H12 2.484 -2.468 -1.090
H13 4.639 -2.611 1.674
H14 3.378 -2.460 2.784
H15 0.581 -1.434 0.450
H16 1.226 -2.348 1.996
N5 -0.252 -0.990 0.033
P1 -1.182 -2.173 -0.540
C13 -1.652 -3.354 0.728
C14 -2.103 -4.627 0.367
C15 -2.463 -5.536 1.346
C16 -2.361 -5.189 2.688
C17 -1.898 -3.934 3.052
C18 -1.542 -3.019 2.074
C19 -2.640 -1.483 -1.326
C20 -2.514 -0.339 -2.116
C21 -3.611 0.136 -2.817
C22 -4.830 -0.526 -2.737
C23 -4.954 -1.668 -1.959
C24 -3.859 -2.153 -1.257
C25 -0.341 -3.155 -1.797
C26 0.715 -3.973 -1.378
C27 1.417 -4.730 -2.298
C28 1.071 -4.680 -3.644
C29 0.022 -3.875 -4.064
C30 -0.687 -3.113 -3.145
H17 -2.165 -4.908 -0.678
H18 -2.813 -6.520 1.064
H19 -2.630 -5.908 3.451
H20 -1.809 -3.670 4.097
H21 -1.149 -2.052 2.359
H22 -1.557 0.164 -2.207
H23 -3.510 1.017 -3.437
H24 -5.683 -0.155 -3.291
H25 -5.901 -2.188 -1.900
H26 -3.960 -3.049 -0.660
H27 0.976 -4.027 -0.321
H28 2.226 -5.369 -1.968
H29 1.612 -5.280 -4.363
H30 -0.250 -3.841 -5.110
H31 -1.509 -2.500 -3.486
I1 -5.087 -1.229 2.414
C31 -4.245 0.372 1.399
C32 -5.027 1.389 0.873
C33 -4.392 2.407 0.181
C34 -3.018 2.378 0.035
N6 -2.255 1.408 0.558
C35 -2.875 0.425 1.226
H32 -6.101 1.384 0.996
H33 -4.957 3.220 -0.253
H34 -2.524 3.158 -0.525
H35 -2.253 -0.357 1.633
N7 0.816 7.868 -0.513
C36 -0.234 6.808 -0.773
C37 0.378 5.427 -0.571
N8 -0.657 4.427 -0.739
H36 0.453 8.813 -0.647
H37 1.613 7.745 -1.141
H38 1.171 7.793 0.442
H39 -0.596 6.949 -1.789
H40 -1.051 6.982 -0.076
H41 0.818 5.367 0.425
H42 1.191 5.281 -1.290
H43 -0.405 3.765 -1.464
H44 -0.785 3.878 0.106

Atomic forces in eV per Å
Fe 0.331 -1.101 -0.039
Cl -0.006 -0.002 0.009
C -0.002 -0.033 -0.001
C 0.029 0.021 0.006
C 0.036 0.076 -0.049
Cl -0.076 -0.081 0.168
C 0.022 0.000 -0.037
O -0.325 0.107 0.197
C 0.055 0.002 0.015
Cl 0.019 -0.052 -0.032
C -0.012 0.000 0.019
H 0.013 0.000 0.004
H -0.016 0.016 0.002
N 0.085 0.156 -0.232
C -0.193 0.092 0.179
C -0.068 0.200 -0.061
C -0.020 -0.334 -0.058
C 0.208 0.165 0.289
N 0.174 -0.069 0.081
C 0.854 -0.332 -0.336
N -0.245 -0.064 -0.157
N 1.983 -1.592 2.082
C -0.149 0.248 0.250
O 0.111 -0.108 -0.083
O -0.271 0.335 -0.296
H 0.094 0.026 -0.071
H -0.143 0.544 -0.321
H -0.036 0.185 0.052
H -0.019 0.020 0.072
H -0.026 0.012 0.012
H 0.058 -0.060 -0.015
H 0.016 -0.123 0.016
H 0.020 -0.051 0.003
H 0.036 0.002 0.002
H 0.028 -0.100 -0.020
H 0.003 0.002 -0.076
H 0.007 0.055 0.078
H 0.295 -0.212 -0.151
H 0.021 -0.120 0.148
N -2.903 2.028 -0.995
P 0.245 0.802 -0.153
C -0.049 -0.166 -0.048
C -0.026 0.101 0.036
C -0.013 -0.022 0.045
C -0.004 -0.041 -0.009
C 0.010 0.012 0.016
C -0.019 -0.065 -0.031
C -0.103 -0.238 -0.038
C 0.064 -0.049 -0.070
C 0.010 0.005 0.022
C -0.017 -0.015 0.039
C -0.013 0.034 0.018
C -0.033 0.068 -0.022
C 0.111 -0.112 0.080
C -0.104 -0.239 0.171
C -0.002 -0.001 -0.127
C -0.019 0.018 -0.061
C 0.055 -0.019 -0.013
C 0.066 -0.002 0.045
H 0.017 -0.002 -0.002
H -0.001 -0.004 0.004
H -0.017 0.007 0.000
H -0.001 -0.003 0.014
H -0.043 0.017 -0.008
H -0.053 0.001 0.052
H 0.000 0.006 -0.007
H -0.005 -0.004 -0.005
H -0.010 -0.001 -0.009
H -0.018 0.014 0.031
H -0.168 -0.050 -0.345
H 0.007 -0.017 0.006
H 0.003 0.004 -0.015
H -0.004 -0.015 0.000
H -0.057 0.044 0.012
I 0.012 -0.009 -0.012
C -0.048 0.045 -0.012
C 0.046 0.013 -0.037
C -0.021 -0.016 0.023
C 0.094 0.014 -0.052
N 0.011 -0.175 0.030
C -0.011 0.022 0.058
H -0.003 -0.001 -0.010
H 0.003 -0.006 -0.016
H 0.007 -0.025 -0.027
H -0.007 0.005 -0.072
N 0.029 -0.019 -0.008
C -0.053 -0.095 -0.028
C -0.071 0.001 0.022
N -0.162 -0.104 -0.150
H -0.009 0.008 0.008
H -0.003 0.019 -0.021
H -0.006 0.019 0.012
H 0.014 0.021 -0.002
H 0.018 0.037 0.010
H 0.011 0.030 0.002
H 0.016 -0.011 0.013
H 0.008 0.006 -0.005
H 0.332 0.297 -0.010

Mulliken population analysis, charges in e, atoms 1 to 8: Fe 1.228; Cl -0.187; C 0.286; C -0.927; C 0.693; Cl -0.069; C -0.976; O -0.677

---

Question: What is the net charge in the third record?
Answer: +2

---

Question: Which formula does entry 2 have?
Answer: C37H44BrClLuO14P

---

Question: net charge of number 2 (C37H44BrClLuO14P)?
Answer: -2

---

Question: What is the net charge in the second record?
Answer: -2